# 1
{
  "formula": "C2H3Cl3OSi",
  "method": "ωB97M-V/def2-TZVPD",
  "symbols": ["O", "C", "Si", "C", "Cl", "Cl", "Cl", "H", "H", "H"],
  "xyz": [[-1.53355, 0.94945, 0.77472], [-0.65049, 0.28919, 0.33098], [1.22051, 0.79652, 0.56590], [-0.91768, -0.96393, -0.62980], [-2.51368, -1.50773, -0.42089], [-0.63301, -0.38546, -2.37655], [0.22259, -2.14467, -0.35574], [1.02080, 1.77450, 1.62343], [1.52127, 1.46412, -0.58086], [2.26323, -0.27199, 1.06880]],
  "atomic_forces_ev_per_a": [[-0.2680, -0.1873, 0.0190], [0.9677, -0.4961, -0.8750], [-0.0314, -1.8075, 2.9840], [-0.7043, 2.4248, -0.9664], [-1.2954, -0.4693, -0.0432], [-0.3419, 0.1267, 0.9151], [1.7072, -1.9112, 0.7146], [0.1507, 0.2779, 0.3492], [0.8914, 1.0648, -2.3742], [-1.0760, 0.9773, -0.7230]],
  "total_energy_ev": -49613.25513,
  "smiles": "O=C([SiH3])C(Cl)(Cl)Cl",
  "charge": 0,
  "e_lumo_ha": -0.006,
  "e_above_lowest_kj_mol": 445.9
}



# 2
{
  "formula": "C2H3Cl3S",
  "method": "ωB97M-V/def2-TZVPD",
  "symbols": ["C", "C", "S", "Cl", "Cl", "Cl", "H", "H", "H"],
  "xyz": [[0.13496, 0.54009, 0.64576], [-0.35160, -0.71846, 0.11050], [0.00191, 1.98448, -0.21157], [2.72175, -0.51711, -0.36357], [-0.72331, -0.79982, -1.72188], [-2.12026, -0.81429, 1.10784], [0.73750, 0.53348, 1.51872], [0.17545, -1.71750, 0.26294], [-0.57639, 1.50912, -1.34874]],
  "atomic_forces_ev_per_a": [[1.4459, 0.3753, -2.9011], [-1.9369, -2.6622, -1.1916], [-0.1061, -0.2416, 0.7427], [-1.1480, 0.3867, 0.4908], [0.2145, 0.2667, 2.0663], [1.9743, 0.0718, -1.0957], [0.0810, 0.0262, 1.0094], [-0.6481, 1.9022, 0.4423], [0.1233, -0.1250, 0.4367]],
  "total_energy_ev": -50522.32481,
  "charge": 0,
  "e_lumo_ha": [-0.102, -0.113],
  "e_above_lowest_kj_mol": 275.7
}